No. 1
Entry from OMol25: an isolated molecule of C32H46N2O8 (ωB97M-V with the def2-TZVPD basis set).

Geometry (Å):
C 0.777128 0.213839 -3.872057
H 0.612647 0.375085 -4.934654
H 0.621081 1.146199 -3.340283
H 1.807928 -0.100229 -3.727770
C -0.194958 -0.852675 -3.360626
N -0.230539 -1.078838 -1.932900
C -1.142849 -0.317914 -1.125930
H -2.003093 -0.073324 -1.746588
C -1.519406 -1.123791 0.132830
C -0.163099 -1.045968 0.865784
H -0.248053 -1.364185 1.906541
C 0.257312 0.430103 0.744444
H 1.304379 0.501982 0.443324
O 0.133986 1.183329 1.947886
C 1.202084 0.998327 2.844648
H 1.235249 -0.027214 3.224576
H 2.162941 1.230101 2.371879
H 1.027395 1.681962 3.674519
C -0.594676 0.975096 -0.439823
O 0.192147 1.768715 -1.294552
H 0.108939 2.679615 -0.968361
C -1.775886 1.839723 0.065668
C -2.525721 1.079919 1.162434
H -1.998882 1.230477 2.103134
C -3.962419 1.606170 1.238047
C -4.561607 0.943986 0.002072
H -5.652326 0.955020 0.043031
C -4.015435 -0.485579 0.064315
H -3.869262 -0.861724 -0.945300
H -4.727765 -1.128530 0.578704
C -2.690105 -0.415341 0.858109
H -2.828701 -0.928472 1.812033
C -4.073161 1.699647 -1.253361
C -2.671884 2.314350 -1.098549
H -2.142408 2.166283 -2.041146
H -2.779304 3.390824 -0.955044
O -4.049528 0.880979 -2.411590
C -5.316827 0.574078 -2.933654
H -5.882614 1.488013 -3.153091
H -5.904452 -0.047693 -2.249879
H -5.143054 0.026812 -3.858694
H -4.781094 2.524914 -1.442115
O -4.682921 1.174601 2.372470
C -4.346353 1.843259 3.559680
H -3.325752 1.615917 3.886809
H -4.442660 2.930307 3.442516
H -5.048492 1.496544 4.315929
H -3.986630 2.705334 1.187176
O -1.223804 3.049567 0.578242
H -0.651909 2.802009 1.322414
C 0.868431 -1.920234 0.114991
C 0.385824 -3.375375 0.094457
C -0.912733 -3.502853 -0.680808
H -0.770003 -3.230762 -1.722421
C -1.971105 -2.592943 -0.062937
H -2.855840 -2.611244 -0.713183
O -2.337837 -3.080344 1.226180
C -3.290940 -4.106749 1.219556
H -3.533500 -4.306005 2.262301
H -2.911130 -5.028127 0.761769
H -4.201420 -3.803133 0.687560
H -1.266381 -4.535557 -0.638678
H 1.149050 -4.013453 -0.355877
H 0.222770 -3.709913 1.121444
C 2.232885 -1.939510 0.834491
H 2.083287 -2.048386 1.914998
H 2.820508 -2.797440 0.488143
O 3.012320 -0.770613 0.609102
C 4.341481 -0.928709 0.478060
O 4.877481 -2.014972 0.606554
C 5.033725 0.327628 0.176850
C 4.308633 1.478580 -0.150252
C 4.939683 2.664145 -0.446419
C 6.330343 2.724029 -0.422998
C 7.068578 1.607490 -0.114729
C 6.448466 0.384465 0.188053
N 7.197579 -0.690039 0.521719
H 6.727676 -1.578765 0.614607
H 8.193094 -0.656210 0.398458
H 8.148458 1.652056 -0.104241
H 6.833154 3.651466 -0.655173
H 4.362025 3.538748 -0.701086
H 3.232318 1.424330 -0.186347
C 1.042313 -1.389560 -1.321973
H 1.524914 -2.162156 -1.930728
H 1.708698 -0.515818 -1.314682
H -1.209848 -0.591132 -3.669044
H 0.060736 -1.812613 -3.831133

Atoms 1-6, force components in eV/Å:
-0.20 -0.13 0.10
0.04 -0.01 -0.16
0.03 0.08 -0.05
0.16 0.01 -0.01
0.11 0.11 -0.13
0.19 0.24 -0.10

Computed properties:
HOMO level	-0.2851	hartree
E_LUMO	0.71	eV
F_max	0.0142	Eh/bohr
SMILES string	CCN1C[C@]2(COC(=O)c3ccccc3N)CC[C@@H](OC)[C@@]34[C@@H]5C[C@H]6[C@@H](OC)[C@@H]5[C@](O)(C[C@H]6OC)[C@@](O)([C@@H](OC)[C@H]23)[C@@H]14
multiplicity	1
HOMO-LUMO gap	0.3113	Eh
E	-1958.40763	Ha
total charge	0

Atomic partial charges in e from the Löwdin method, atoms 1 to 2:
1 C -0.0746
2 H 0.0697

***

No. 2
Entry from OMol25: a cluster of 9 separate species, C32H46N7O2S in total (ωB97M-V with the def2-TZVPD basis set).

Geometry (Å):
C 2.185730 -0.105828 -0.424873
C 0.870928 0.110617 0.303773
O -0.184365 -0.694051 -0.102079
H 3.078541 0.189508 0.131353
H 2.148785 0.471289 -1.353602
H 2.351362 -1.166414 -0.631233
H 0.591782 1.182359 0.268128
H 1.023202 -0.028770 1.398455
C 0.681134 0.302889 5.452763
S 2.205794 1.287083 5.559846
O 1.947955 2.567044 6.278701
C 2.438651 1.592981 3.757428
H 0.725908 -0.532779 6.154254
H 0.548154 -0.144808 4.468231
H -0.220855 0.833119 5.757325
H 2.872302 0.648079 3.410272
H 3.193689 2.312485 3.445077
H 1.537918 1.744583 3.159335
N -2.649369 -1.777893 -1.461644
C -3.036609 -3.080682 -1.331062
C -4.332531 -3.195877 -1.783984
C -4.776018 -1.880949 -2.091156
C -3.723462 -1.025499 -1.837302
H -1.755542 -1.366590 -1.219306
H -2.323251 -3.733416 -0.853267
H -4.978691 -4.058277 -1.775938
H -5.735405 -1.600920 -2.493781
H -3.658368 0.048436 -1.916644
N 3.789035 3.734129 1.123660
C 4.705972 4.711340 1.487601
C 5.708623 4.704311 0.549031
C 5.394833 3.735852 -0.417105
C 4.174968 3.184581 -0.051785
H 2.980872 3.643963 1.710006
H 4.502732 5.291446 2.371331
H 6.587710 5.328594 0.566466
H 5.959432 3.372141 -1.258640
H 3.600873 2.450194 -0.589057
N -2.078118 0.441576 2.086596
C -3.190319 -0.331708 1.965460
C -3.973383 -0.127937 3.076822
C -3.278655 0.762596 3.916324
C -2.082606 1.106687 3.290966
H -1.340804 0.460885 1.392361
H -3.234840 -0.971836 1.098231
H -4.859794 -0.680031 3.341889
H -3.592197 1.103582 4.890130
H -1.289525 1.808248 3.485247
N -0.435861 -2.606197 1.936515
C -0.041136 -3.845673 1.563242
C -0.157709 -4.671424 2.675317
C -0.680518 -3.881037 3.764054
C -0.791154 -2.627638 3.240666
H -0.427324 -1.760871 1.359977
H 0.367873 -4.075588 0.593476
H 0.296106 -5.634037 2.860241
H -0.813867 -4.217452 4.776698
H -1.045338 -1.655176 3.642560
N 0.959209 -2.832869 -1.662106
C 2.236068 -3.302924 -1.892299
C 2.252140 -3.964362 -3.095815
C 0.927598 -4.080807 -3.524963
C 0.166101 -3.337352 -2.675699
H 0.738814 -2.271158 -0.844728
H 2.959116 -3.002867 -1.148534
H 3.100063 -4.466074 -3.538111
H 0.569054 -4.600277 -4.398208
H -0.888456 -3.121890 -2.726251
N 0.417680 0.088338 -3.059487
C -0.420288 -0.239914 -4.078327
C -0.003303 0.429558 -5.211359
C 1.122309 1.199766 -4.805763
C 1.353271 0.995245 -3.477864
H 0.357210 -0.194409 -2.088035
H -1.250437 -0.879551 -3.821816
H -0.377539 0.261115 -6.206400
H 1.690827 1.811803 -5.490241
H 2.065145 1.480352 -2.833764
N -1.880749 2.309822 -2.881825
C -2.356921 3.403401 -3.571434
C -2.855141 4.307306 -2.702092
C -2.793915 3.719824 -1.400617
C -2.123643 2.532575 -1.556509
H -1.346100 1.535173 -3.245406
H -2.213600 3.403355 -4.641392
H -3.194258 5.308115 -2.917021
H -3.093426 4.062577 -0.424008
H -1.900050 1.794908 -0.797310

Atoms 1-6, force components in eV/Å:
0.24 0.01 -0.15
-0.61 0.10 1.37
0.15 0.01 -0.49
-0.17 0.36 0.19
0.44 -0.55 0.28
-0.14 0.39 -0.13

Computed properties:
HOMO level	-0.2086	hartree
E_LUMO	2.37	eV
F_max	0.0424	Eh/bohr
multiplicity	1
HOMO-LUMO gap	0.2956	Eh
E	-2178.87089	Ha
total charge	-1

Atomic partial charges in e from the Löwdin method, atoms 1 to 2:
1 C -0.0801
2 C -0.4563

***

No. 3
Entry from OMol25: a structure of composition C32H47BBr12I2N2O7P (ωB97M-V with the def2-TZVPD basis set).

Geometry (Å):
C -6.028470 0.993487 2.982911
C -5.069240 0.310551 3.211187
C -3.897700 -0.581612 3.260768
C -2.589915 0.217787 2.926931
C -1.622309 -0.509025 1.970481
N -0.931520 0.246556 0.851920
C -1.723508 1.442293 0.374765
I -0.887987 3.409281 0.238319
C -2.978174 1.397007 -0.082184
C -3.782886 2.593593 -0.531372
I -4.090845 -0.353392 -0.348363
C 0.357115 0.754582 1.527846
B 0.317527 1.625521 2.885519
O -0.132255 1.184637 4.101588
O 0.951038 2.857441 2.872660
C 1.500231 -0.264317 1.740175
C 1.664970 -0.951933 3.110828
C 2.825659 -0.379134 3.933532
O 2.958324 -1.189802 5.095270
C 4.162113 -1.935272 5.129153
C 5.345964 -1.039262 5.572323
O 1.675645 -1.246966 0.726764
C 1.097937 -0.781705 -0.490066
C 1.625607 -1.742571 -1.574460
C 3.019280 -1.207538 -2.050033
C 2.988733 -0.484099 -3.408814
C 2.960327 1.029640 -3.337017
O 2.643992 1.684584 -4.302833
O 3.348470 1.570431 -2.173520
C 3.767560 2.945840 -2.247326
C 2.589271 3.892724 -2.036165
C -0.496363 -0.673938 -0.362937
C -0.858870 -0.055375 -1.744208
C -1.751328 -0.687541 -2.581767
C -1.996388 -0.110575 -3.838116
C -1.326573 1.058584 -4.119262
C -0.432038 1.617097 -3.222431
N -0.188718 1.051340 -2.044663
P -0.867640 -2.545070 -0.358339
C -0.407986 -3.270375 1.292773
O -2.525525 -2.815372 -0.306142
H -6.929360 1.484547 2.700031
H -4.065369 -1.422559 2.585990
H -3.859226 -0.976008 4.277594
H -2.113409 0.284217 3.902899
H -2.891109 1.229646 2.674634
H -0.868705 -0.984814 2.591274
H -2.188725 -1.358673 1.590166
H -4.793525 2.300016 -0.806842
H -3.892907 3.318189 0.275852
H -3.344783 3.057298 -1.415541
H 0.773287 1.451285 0.801300
H 0.540745 1.306314 4.794109
H 0.377883 3.540161 3.239090
H 2.402937 0.367373 1.663656
H 1.962975 -1.985813 2.912956
H 0.768163 -1.020617 3.722868
H 3.746454 -0.423446 3.347942
H 2.615424 0.638718 4.277005
H 4.368677 -2.427204 4.172165
H 4.070592 -2.727112 5.872516
H 6.088399 -1.627090 6.107019
H 4.927059 -0.296770 6.250772
H 5.769890 -0.537274 4.703439
H 1.570260 0.175676 -0.709808
H 1.001245 -1.804659 -2.459510
H 1.850083 -2.725659 -1.170378
H 3.480958 -0.572177 -1.295630
H 3.692275 -2.061441 -2.151033
H 2.220631 -0.842553 -4.089716
H 3.942649 -0.692715 -3.905018
H 4.302381 3.147387 -3.172477
H 4.475061 3.087278 -1.429873
H 1.918404 3.449572 -1.298759
H 2.925984 4.867033 -1.685983
H 2.052211 4.009174 -2.976821
H -2.286550 -1.600689 -2.370809
H -2.677756 -0.570492 -4.539697
H -1.502006 1.553877 -5.068835
H 0.079904 2.534467 -3.480316
H 0.159986 -4.167609 1.046354
H -1.295377 -3.593892 1.840812
H 0.175890 -2.621423 1.934420
H -2.643060 -3.741430 -0.557236
C -6.713462 -3.804096 -1.746396
Br -5.721321 -3.864668 -0.097377
Br -7.761619 -2.197941 -1.872237
Br -5.523545 -3.996152 -3.244760
H -7.396026 -4.641772 -1.755320
C -3.158360 -0.293333 -7.226740
Br -3.361765 1.593675 -6.910024
Br -1.304641 -0.798227 -7.338763
Br -4.088937 -1.336376 -5.899201
H -3.612356 -0.510083 -8.182952
C 1.183964 2.911718 7.762655
Br 0.050149 4.089446 6.745149
Br 1.085518 1.098541 7.110118
Br 2.997910 3.538615 7.821277
H 0.809487 2.902943 8.776361
C 2.994454 -0.926103 -7.898920
Br 2.710975 0.088401 -6.286859
Br 2.937789 -2.820693 -7.562359
Br 1.761465 -0.419856 -9.287772
H 3.988261 -0.692256 -8.252155

Atoms 1-6, force components in eV/Å:
-0.03 -0.21 -0.06
0.03 -0.35 -0.61
-0.25 0.66 0.10
-0.27 -0.27 1.00
-1.44 -1.09 0.68
0.81 0.87 0.74

Computed properties:
HOMO level	-0.4048	hartree
E_LUMO	-2.52	eV
F_max	0.0376	Eh/bohr
multiplicity	1
HOMO-LUMO gap	0.3124	Eh
E	-33733.12539	Ha
total charge	+1

Atomic partial charges in e from the Löwdin method, atoms 1 to 2:
1 C 0.1109
2 C -0.1651